Here is a molecular structure, C33H21ClIN7OSeZn from the OMol25 dataset. Energies are from ωB97M-V/def2-TZVPD.

```
66
Properties=species:S:1:pos:R:3:forces:R:3
Zn -1.200 -0.417 0.060 -0.2 -0.1 0.0
Se 6.460 0.920 -1.154 0.0 0.0 0.0
N 5.353 1.247 0.208 0.0 0.0 -0.1
C 4.203 0.721 -0.104 0.0 -0.1 0.0
C 3.018 0.813 0.743 0.1 0.0 0.0
C 3.015 1.496 1.958 0.0 0.0 0.0
C 1.842 1.581 2.672 0.0 0.0 0.0
C 0.696 0.988 2.146 0.0 0.0 0.0
N 0.696 0.328 0.997 -0.1 0.1 0.0
C 1.832 0.234 0.301 0.0 0.1 0.1
C 1.766 -0.487 -0.980 0.0 -0.1 -0.1
N 0.585 -1.014 -1.311 0.0 -0.1 0.0
C 0.459 -1.629 -2.479 0.0 0.0 0.0
C 1.518 -1.751 -3.376 0.0 0.0 0.0
C 2.744 -1.223 -3.036 0.0 0.0 0.0
C 2.882 -0.577 -1.810 0.0 0.0 0.0
C 4.131 0.042 -1.380 0.0 0.0 0.1
N 5.224 0.036 -2.091 0.0 0.0 0.0
H 3.931 1.955 2.307 0.0 0.0 0.0
H 1.790 2.107 3.614 0.0 0.0 0.0
H -0.262 1.058 2.648 0.0 0.0 0.0
H -0.521 -2.036 -2.705 0.0 0.0 0.0
H 1.364 -2.255 -4.320 0.0 0.0 0.0
H 3.599 -1.293 -3.696 0.0 0.0 0.0
Cl -3.524 -2.874 6.157 0.0 0.0 0.0
C -3.141 -1.875 4.782 0.0 -0.1 0.0
C -3.569 -0.580 4.745 0.0 0.1 0.0
C -3.279 0.251 3.651 0.0 0.0 0.0
I -3.932 2.225 3.652 0.0 0.0 0.0
C -2.558 -0.191 2.546 0.0 0.0 -0.1
O -2.279 0.529 1.521 0.1 0.0 0.1
C -2.089 -1.563 2.621 0.0 0.0 0.0
N -1.347 -1.988 1.570 0.0 -0.1 0.0
C -0.890 -3.217 1.548 0.0 0.0 0.0
C -1.139 -4.130 2.584 0.0 0.0 0.0
C -1.877 -3.726 3.661 0.0 0.0 0.0
C -2.378 -2.407 3.715 0.0 0.0 0.0
H -4.142 -0.187 5.574 0.0 0.0 0.0
H -0.306 -3.503 0.679 0.0 0.0 0.0
H -0.748 -5.136 2.519 0.0 0.0 0.0
H -2.084 -4.403 4.479 0.0 0.0 0.0
C -1.272 2.618 -1.094 0.0 -0.1 0.0
N -1.573 1.212 -1.275 0.1 0.2 0.1
C -2.298 0.829 -2.259 0.0 0.0 -0.1
C -2.667 -0.547 -2.386 0.0 -0.1 0.0
C -3.232 -1.255 -3.449 -0.1 0.0 0.0
C -3.310 -2.585 -3.024 0.0 0.0 0.0
C -2.788 -2.612 -1.725 0.0 0.0 0.0
N -2.399 -1.387 -1.336 0.0 0.1 -0.1
C 0.212 2.905 -1.201 0.0 -0.1 -0.1
C 0.837 3.738 -0.282 0.0 0.0 0.0
C 2.190 4.034 -0.397 0.0 0.0 0.0
C 2.935 3.496 -1.436 0.0 0.0 -0.1
C 2.316 2.663 -2.361 0.1 0.0 0.0
C 0.968 2.366 -2.240 -0.1 0.0 0.0
H -1.619 2.910 -0.101 0.0 0.0 0.0
H -1.819 3.218 -1.833 0.0 0.1 0.0
H -2.651 1.548 -3.003 0.0 0.0 0.0
H -3.551 -0.846 -4.396 0.0 0.0 0.0
H -3.713 -3.424 -3.569 0.0 0.0 0.0
H -2.707 -3.457 -1.056 0.0 0.0 0.0
H 0.257 4.154 0.535 0.0 0.0 0.0
H 2.665 4.680 0.331 0.0 0.0 0.0
H 3.990 3.725 -1.526 0.0 0.0 0.0
H 2.890 2.242 -3.178 0.0 0.0 0.0
H 0.493 1.706 -2.958 0.0 0.0 0.0
```
Positions in Å, forces in eV/Å.

* E_LUMO: -0.040 Eh
* total energy: -181431.1913 eV
* frontier orbital gap: 0.226 Ha
* E_HOMO: -7.23 eV
* F_max: 0.004 hartree/bohr
* multiplicity: 1
* ΔE to the lowest compared entry with this formula, charge and spin: 2.5 kJ/mol